Formula: C33H92N10O9
Source: the OMol25 dataset
Level of theory: ωB97M-V with the def2-TZVPD basis set

Frontier orbital gap (alpha / beta): 1.9 / 9.3 eV
Calculated total energy: -2536.90350 a.u.
Relative energy (zero: lowest compared OMol25 entry of this formula, charge and spin): 15.0 kcal per mole
Spin multiplicity: 2
Net charge: -1

```
144
Properties=species:S:1:pos:R:3:forces:R:3
C -1.696 4.701 -1.914 2.8 0.7 -0.6
O -1.157 5.251 -0.990 0.2 0.6 2.6
N -0.955 4.200 -2.907 0.6 -0.4 -1.0
N -2.962 4.624 -2.191 -4.3 0.0 0.0
H -1.510 3.762 -3.628 1.1 -0.7 -0.3
H 0.004 3.993 -2.667 0.0 -0.3 -0.7
H -3.215 4.523 -3.164 -0.5 -0.2 0.3
H -3.663 4.839 -1.496 0.2 0.2 -0.3
C 2.652 0.778 -0.483 0.1 -0.1 -0.9
C 1.379 0.944 0.339 1.0 -0.6 -1.2
C 0.169 0.922 -0.605 -1.2 0.1 -0.5
O -0.099 -0.401 -1.123 0.5 -0.2 -0.3
C -0.996 -0.544 -2.262 0.2 0.7 1.0
N 1.304 -0.147 1.276 -1.1 -1.0 0.5
H 2.485 1.327 -1.410 0.8 0.6 0.1
H 2.824 -0.233 -0.852 -0.6 -0.4 0.2
H 3.577 0.955 0.065 -0.1 0.8 -0.1
H 1.406 1.879 0.900 -0.1 0.4 -0.3
H 0.218 1.609 -1.449 0.7 0.2 -0.1
H -0.684 1.306 -0.046 -0.5 -0.3 0.2
H -2.001 -0.302 -1.916 -0.2 0.1 -0.2
H -1.001 -1.560 -2.656 0.3 -0.2 0.6
H -0.746 0.083 -3.118 0.2 0.4 0.2
H 0.698 -0.775 0.767 -0.6 -0.6 0.4
H 2.162 -0.679 1.264 0.4 0.4 0.3
C 6.486 0.877 1.489 1.0 0.7 0.4
C 5.348 0.202 2.192 0.1 1.8 -0.6
C 5.138 -1.227 1.761 -1.1 1.6 0.6
O 3.758 -1.403 2.127 0.6 -0.7 -0.4
C 3.400 -2.714 2.481 0.4 -0.1 0.2
N 5.469 0.336 3.623 0.4 -0.5 1.1
H 7.408 0.390 1.806 0.3 0.0 -0.5
H 6.559 1.914 1.817 0.0 0.1 0.5
H 6.392 1.036 0.414 -0.1 -0.8 -0.2
H 4.533 0.906 2.025 -1.0 -0.8 -1.3
H 5.852 -1.837 2.314 -0.2 -0.4 0.2
H 5.315 -1.313 0.689 -0.3 -0.3 -0.2
H 2.317 -2.822 2.438 0.0 0.0 -0.3
H 3.709 -2.908 3.509 0.1 -0.1 0.2
H 3.933 -3.409 1.833 -0.4 -0.4 -0.1
H 5.248 1.302 3.820 0.9 0.5 -0.1
H 4.599 -0.023 3.988 -0.1 -1.0 0.3
C -8.878 -0.020 -4.196 1.2 0.1 1.1
C -7.574 0.836 -4.288 -1.3 -2.0 0.9
C -6.262 -0.005 -3.996 -0.6 0.8 -2.2
O -5.096 0.756 -4.359 -0.2 -0.7 1.1
C -4.682 1.696 -3.382 0.1 0.4 -0.1
N -7.647 1.447 -5.575 1.7 1.1 -0.2
H -9.713 0.673 -4.086 -0.1 -0.3 0.5
H -8.676 -0.706 -3.374 -0.9 0.1 0.5
H -9.141 -0.678 -5.024 0.6 0.3 -0.5
H -7.590 1.632 -3.544 -0.4 0.1 0.1
H -6.339 -0.743 -4.795 0.4 -0.6 0.1
H -6.181 -0.523 -3.041 -0.1 0.4 0.2
H -3.772 2.174 -3.745 -0.4 0.5 -0.7
H -4.286 1.397 -2.411 -0.5 -1.3 0.2
H -5.516 2.366 -3.173 0.2 0.6 0.0
H -7.610 0.791 -6.343 -0.3 -0.6 0.1
H -6.706 1.813 -5.576 0.4 1.1 -1.0
C -0.800 -5.923 3.854 -1.3 0.8 -0.2
C -0.385 -4.467 3.525 -1.5 0.1 0.1
C -1.669 -3.510 3.554 1.4 -1.4 -1.1
O -2.573 -3.837 2.469 0.9 -0.2 0.7
C -2.189 -3.468 1.119 -1.0 0.5 0.9
N 0.619 -4.107 4.495 1.1 0.4 0.7
H -0.017 -6.659 4.035 0.2 0.2 -0.5
H -1.561 -6.220 3.133 0.5 -0.5 -0.5
H -1.415 -5.941 4.754 0.3 0.4 0.5
H -0.067 -4.347 2.489 0.4 -0.4 -0.3
H -1.313 -2.487 3.440 -0.1 0.3 0.1
H -2.148 -3.658 4.522 -0.5 0.1 -0.3
H -1.932 -4.281 0.441 0.3 -0.4 0.5
H -1.412 -2.703 1.100 0.0 0.1 0.0
H -3.131 -3.060 0.753 0.3 0.3 -0.4
H 0.974 -3.162 4.534 -0.9 0.7 -0.3
H 1.495 -4.560 4.280 0.0 -0.8 0.0
C 3.115 4.349 -1.752 -0.4 0.0 -0.1
C 3.012 4.069 -3.292 0.3 -0.5 0.3
C 4.209 3.275 -3.775 -0.4 0.9 -0.9
O 5.374 4.018 -3.547 0.6 -0.6 0.9
C 6.307 3.310 -2.728 0.3 0.5 -1.8
N 1.882 3.188 -3.620 -0.9 0.1 0.0
H 3.939 4.909 -1.311 0.7 0.1 -1.0
H 3.154 3.401 -1.214 -0.4 -0.1 -0.1
H 2.285 4.955 -1.390 -0.6 -0.4 -0.2
H 2.918 4.995 -3.859 0.1 0.1 0.2
H 4.155 3.045 -4.839 -0.3 0.5 -0.5
H 4.062 2.260 -3.405 1.0 -0.1 1.1
H 6.764 2.585 -3.402 -0.1 -0.9 0.4
H 5.801 2.881 -1.863 0.5 0.0 0.2
H 7.155 3.978 -2.580 -0.3 0.2 0.9
H 2.186 2.310 -4.016 0.4 -0.6 0.6
H 1.371 3.493 -4.436 -0.4 0.9 0.1
C -0.531 -3.793 -5.330 0.8 -0.5 -1.1
C -1.628 -4.326 -6.245 3.1 -0.7 0.2
C -1.295 -5.803 -6.617 0.8 0.8 -1.6
O -2.018 -6.153 -7.820 0.9 1.1 0.4
C -1.897 -7.472 -8.277 -1.0 -0.4 0.8
N -2.722 -4.453 -5.441 -4.6 -0.3 1.1
H -0.725 -2.790 -4.947 0.0 -0.1 -0.1
H 0.364 -3.826 -5.951 0.5 0.5 0.4
H -0.412 -4.506 -4.514 0.0 0.2 0.2
H -1.769 -3.656 -7.093 0.2 -0.3 -0.5
H -1.486 -6.478 -5.783 -0.5 0.1 0.1
H -0.222 -5.878 -6.791 0.3 -0.1 -0.4
H -2.302 -7.526 -9.287 0.0 0.1 0.1
H -2.530 -8.028 -7.585 -0.2 -0.8 -0.3
H -0.927 -7.968 -8.264 0.5 0.6 0.1
H -3.357 -4.954 -6.046 -0.9 -0.5 0.3
H -3.222 -3.582 -5.338 0.1 0.5 0.4
C -3.191 -0.018 6.884 0.8 1.0 -0.4
C -2.915 1.295 6.030 -0.2 -1.5 -0.6
C -2.043 0.991 4.785 -0.3 -0.1 1.5
O -1.809 2.205 4.102 0.5 -1.4 -1.7
C -0.962 1.896 2.929 0.0 2.0 1.1
N -4.178 1.811 5.492 0.0 0.0 0.8
H -3.771 0.259 7.765 0.2 -0.1 0.1
H -2.242 -0.486 7.142 0.2 0.4 0.5
H -3.682 -0.870 6.414 -0.5 0.5 -0.7
H -2.450 2.069 6.641 0.1 -0.1 0.2
H -2.652 0.251 4.267 -0.1 0.1 -0.9
H -1.112 0.467 5.004 0.4 0.1 0.3
H 0.042 1.756 3.331 0.0 -0.9 -0.2
H -0.832 2.821 2.368 -0.5 0.2 0.0
H -1.331 1.152 2.223 -0.1 -0.4 0.6
H -3.924 2.430 4.736 -0.2 0.2 -0.2
H -4.624 1.003 5.081 -0.4 0.0 -0.3
C 1.960 1.201 6.721 -0.1 1.7 -0.7
C 2.442 1.862 5.349 0.3 -2.6 1.6
C 3.826 2.524 5.407 -1.1 -0.3 3.0
O 4.262 2.945 4.199 0.8 2.1 -2.4
C 3.882 4.312 3.930 -1.0 -0.4 -0.1
N 2.558 0.709 4.444 -0.4 1.0 -0.6
H 1.035 0.629 6.641 -0.3 0.3 -0.6
H 1.732 2.071 7.337 0.0 -0.3 0.7
H 2.601 0.470 7.214 0.7 0.5 -0.3
H 1.682 2.574 5.030 -0.1 0.2 0.0
H 4.580 1.883 5.866 -0.1 -0.6 -0.3
H 3.801 3.348 6.120 -0.2 0.4 0.1
H 4.339 5.061 4.576 0.5 -0.3 0.2
H 2.809 4.396 4.102 -0.2 0.1 0.0
H 4.016 4.595 2.886 0.4 -0.5 0.0
H 1.632 0.610 4.053 -0.3 -0.8 -0.2
H 3.047 1.076 3.640 0.2 -0.2 -0.6
```
Forces are in eV/Å.

Mulliken atomic charge list, values in e, 99 entries: C -0.3412; O -0.4459; N -0.3898; N -0.1912; H 0.3659; H -0.0178; H 0.3824; H 0.2865; C -1.5773; C 0.9474; C -0.1835; O -0.1092; C -0.9073; N 0.1585; H 0.1692; H 0.4019; H 0.1196; H 0.1423; H 0.0378; H 0.3463; H 0.1737; H -0.0728; H 0.3876; H 0.1988; H -0.1671; C -1.9120; C 1.2300; C -1.0497; O 0.0098; C -0.8064; N -0.9025; H 0.3968; H 0.3679; H 0.2980; H 0.1312; H 0.5530; H 0.3126; H 0.0259; H 0.2788; H 0.4203; H 0.4022; H 0.3567; C -1.3724; C 0.3977; C -1.1096; O 0.4794; C -1.0173; N -0.7737; H 0.3442; H 0.3570; H 0.3329; H 0.2731; H 0.2708; H 0.2951; H -0.0310; H 0.3051; H 0.3033; H 0.3294; H 0.2560; C -1.3578; C 0.6598; C -0.7017; O -0.3947; C -0.4610; N -0.7258; H 0.3766; H 0.3265; H 0.3320; H 0.2004; H 0.2729; H 0.4049; H 0.2949; H -0.0162; H 0.2936; H 0.1965; H 0.2970; C -1.1122; C 0.4680; C -1.1878; O -0.3009; C -0.6612; N -0.7759; H 0.4084; H -0.0814; H 0.4034; H 0.3099; H 0.2979; H 0.5104; H 0.3436; H 0.1977; H 0.2686; H 0.3110; H 0.5455; C -1.5409; C 0.5310; C -0.9687; O -0.2768; C -0.7816; N -0.7033